{"formula": "C4H12S", "method": "wB97M-V/def2-TZVPD", "charge": 1, "gap_ev": [10.1467, 5.1608], "homo_ev": [-13.836, -13.836], "spin_multiplicity": 2, "lumo_ev": [-3.6894, -8.6753], "total_energy_ha": -557.40017, "elements": ["C", "C", "H", "H", "H", "H", "H", "H", "C", "C", "S", "H", "H", "H", "H", "H", "H"], "coordinates": [[-4.022, -0.096, 0.728], [-2.485, -0.201, 0.337], [-4.324, 0.811, 0.219], [-4.550, -0.960, 0.264], [-4.211, -0.174, 1.803], [-2.195, -0.850, -0.438], [-1.787, -0.147, 1.297], [-2.200, 0.818, -0.040], [3.837, 1.204, -0.300], [1.972, -1.027, -0.701], [3.600, -0.323, -1.282], [4.571, 0.902, 0.584], [4.023, 2.079, -1.031], [3.000, 1.433, 0.366], [2.109, -1.940, -0.101], [1.280, -1.283, -1.486], [1.383, -0.244, -0.219]], "atomic_forces_ev_per_a": [[1.279, -1.609, -1.300], [0.668, 3.470, 3.179], [-0.766, 0.090, 0.584], [0.173, 0.662, 0.279], [0.109, 0.528, -0.306], [0.230, -1.348, -0.469], [-1.317, -1.105, -1.879], [-0.340, -0.690, -0.102], [0.416, -0.278, 1.120], [0.134, 0.751, 0.306], [-1.422, 0.169, 0.861], [-0.403, 0.870, -2.388], [0.413, -1.511, 1.423], [-0.549, -0.109, -0.758], [0.321, 0.497, -0.014], [0.471, -0.366, -1.179], [0.583, -0.021, 0.642]]}